ORCA calculation (ωB97M-V/def2-TZVPD) on a molecular structure, C10H8MgNSSe4.

```
25
Properties=species:S:1:pos:R:3:lowdin_charge:R:1
Mg -2.43 0.16 -0.13 -0.035
Se -4.12 -0.47 -2.00 -0.091
Se -4.29 -2.69 -1.27 -0.160
Se -4.57 -2.48 1.03 -0.163
Se -2.48 -1.70 1.74 -0.097
C -0.63 -2.09 -1.68 -0.062
C 0.26 -1.10 -0.99 -0.311
C 1.64 -1.36 -0.82 -0.016
C 2.40 -0.48 -0.12 -0.011
C 1.82 0.69 0.43 -0.166
C 2.59 1.63 1.16 -0.067
C 1.97 2.74 1.65 -0.097
C 0.59 2.96 1.44 -0.131
C -0.20 2.08 0.72 -0.628
S -1.90 2.45 0.46 0.531
C 0.44 0.90 0.21 -0.211
N -0.30 -0.02 -0.49 0.051
H -0.04 -2.82 -2.24 0.078
H -1.33 -1.60 -2.35 0.042
H -1.23 -2.63 -0.94 0.034
H 2.06 -2.26 -1.24 0.108
H 3.46 -0.66 0.04 0.114
H 3.64 1.45 1.32 0.101
H 2.54 3.47 2.22 0.097
H 0.12 3.85 1.83 0.091
```

Multiplicity: 1
Net charge: -1
Relative energy (zero: lowest compared OMol25 entry of this formula, charge and spin), kcal per mole: 0.0